A cluster of 9 separate species, C37H69FNO15S7 in total in a non-equilibrium geometry. Source: OMol25; level of theory: the ωB97M-V functional and the def2-TZVPD basis.

Last column: Mulliken charge in e.
Atoms and positions in Å:
C1 0.600 4.568 2.469  -0.523
O1 5.747 -1.573 -1.552  -0.744
H1 -0.521 1.381 0.033  -0.157
C2 -2.889 -1.357 4.231  -0.735
H2 3.363 2.075 0.514  -0.170
H3 -4.954 4.885 0.118  0.415
O2 -1.555 -6.163 2.659  -0.797
H4 -0.120 4.691 1.711  -0.084
C3 -1.362 1.925 -5.186  -1.161
H5 3.921 0.248 2.022  -0.234
C4 -2.212 -0.021 3.756  0.580
H6 1.082 -4.026 0.271  -0.654
O3 -5.633 -0.001 2.596  -0.719
H7 -1.338 -3.027 -1.209  -0.201
H8 -1.699 4.860 3.457  0.112
H9 0.467 -6.662 -1.219  0.494
H10 1.097 -0.312 3.374  0.311
H11 -4.482 0.986 -5.906  0.360
C5 -3.159 0.831 3.150  -0.762
F1 5.111 -3.083 4.916  -0.325
C6 2.244 -1.986 3.075  0.059
H12 1.172 -6.616 2.069  0.401
H13 2.813 -4.114 -6.061  0.248
H14 -4.855 -2.042 3.429  0.435
H15 0.125 6.498 3.007  0.348
H16 -2.560 8.126 -0.130  0.542
O4 1.663 2.622 3.944  -0.779
H17 -4.592 7.095 -0.563  0.404
O5 0.299 -3.412 -3.507  -0.902
C7 -0.772 -0.850 -0.663  0.412
C8 -3.375 1.109 -5.913  -0.772
O6 3.985 -2.299 0.162  -0.489
H18 -3.018 -3.287 -1.850  0.514
H19 3.051 -0.217 -0.350  -0.324
C9 -1.182 -6.102 0.134  -0.799
H20 -2.239 -2.322 4.605  0.263
H21 -0.869 6.133 -0.910  0.528
H22 1.323 5.378 4.220  0.226
C10 3.789 -1.166 5.284  -0.435
C11 1.827 -0.899 3.841  -0.155
H23 -0.740 2.202 -4.443  0.532
H24 -1.109 2.427 -6.138  0.356
H25 2.175 -5.299 -0.053  0.699
C12 2.119 -2.082 -5.231  -1.743
C13 4.182 1.261 0.184  -0.885
H26 -1.267 -7.117 0.238  0.455
C14 -0.374 0.656 -0.831  -0.516
S1 -1.042 0.206 -5.332  1.120
H27 -1.467 2.910 4.598  0.182
H28 -2.203 -5.494 0.015  0.219
C15 -2.706 2.075 -4.955  0.200
N1 -2.123 -1.262 -1.098  0.447
H29 2.570 -4.951 -3.624  0.265
C16 -2.143 -2.650 -1.696  -0.485
O7 -1.222 -3.914 1.660  -0.418
H30 -3.217 -2.474 2.456  0.035
C17 -2.745 -0.262 -5.667  -0.460
H31 -1.759 0.564 4.660  0.293
O8 -3.570 4.683 -2.320  -0.725
H32 3.652 -3.469 2.778  0.433
O9 0.058 -1.566 -0.103  0.022
H33 -2.673 -1.585 -0.284  0.229
H34 -4.649 6.918 0.864  0.679
O10 -0.651 -0.390 -4.075  -0.358
H35 -3.190 -0.829 -4.635  0.130
C18 2.711 -0.367 4.882  -0.898
H36 3.851 -2.668 -6.287  0.388
O11 -0.164 1.995 2.375  -0.341
H37 4.370 -2.545 -3.796  0.085
H38 4.385 -0.898 6.113  0.527
H39 -1.197 5.477 5.044  0.488
O12 1.729 -1.533 -2.647  -0.422
H40 4.413 -4.247 -4.434  0.539
C19 3.844 -3.436 -4.214  -0.577
H41 2.489 -1.199 -5.058  0.664
H42 -1.977 6.923 -1.779  0.625
H43 5.842 -1.320 1.634  0.685
C20 -0.566 3.438 4.545  -0.475
C21 -2.520 7.153 0.010  -0.629
H44 -2.540 1.283 2.301  0.059
C22 3.385 -2.644 3.456  0.062
C23 -3.792 -1.797 3.023  -0.357
H45 5.213 1.300 1.883  0.481
H46 -3.148 1.673 -3.855  -0.075
C24 1.132 -5.195 0.342  0.507
H47 -0.998 1.097 -1.579  0.150
H48 2.166 0.313 5.497  0.479
C25 5.671 -0.629 0.975  -1.123
H49 -0.062 3.321 5.583  0.290
H50 -1.381 -0.423 3.100  -0.579
H51 -1.869 6.961 0.792  0.012
O13 -1.965 3.738 -0.694  -0.518
C26 2.785 -3.884 -3.320  -0.114
C27 3.852 0.219 -0.740  0.126
C28 4.076 -2.299 4.663  -0.101
C29 0.880 -5.636 1.704  -1.002
H52 3.932 0.380 -1.828  0.524
S2 -2.754 4.873 -1.129  1.027
O14 -0.154 0.130 -6.470  -0.811
H53 -3.178 3.255 -5.058  0.263
H54 -3.638 -1.243 5.042  0.336
H55 -2.888 -0.843 -6.576  0.448
C30 3.182 -3.116 -5.560  -0.604
H56 -3.034 1.391 -6.989  0.308
H57 -2.661 -0.544 -1.687  0.351
C31 -3.910 5.227 0.168  -0.472
H58 1.497 -1.973 -5.876  0.897
C32 -0.880 4.911 4.191  -0.707
S3 1.550 -2.627 -3.606  1.406
H59 6.589 -0.138 0.498  0.261
C33 0.134 -5.811 -0.611  -0.360
C34 0.397 5.512 3.495  -0.453
S4 -4.287 -0.262 2.219  1.109
C35 -3.965 6.731 0.222  -0.972
S5 4.827 -1.274 -0.431  1.000
H60 -3.377 4.683 0.904  0.154
O15 -3.851 -0.281 0.860  -0.672
S6 -0.873 -5.317 1.766  1.103
H61 2.776 -3.746 -2.220  -0.181
H62 -3.700 1.476 3.706  0.678
H63 1.612 -2.287 2.183  0.039
C36 4.684 0.512 1.346  0.171
H64 -0.149 -5.090 -1.360  -0.041
H65 4.772 1.850 -0.218  0.736
S7 0.495 2.977 3.274  1.101
H66 -1.718 -2.474 -2.761  0.196
H67 1.498 4.468 1.847  0.560
H68 0.678 0.736 -1.208  0.115
H69 1.405 -5.063 2.340  0.182
C37 -1.885 6.406 -1.024  -1.086

Atomic forces in eV per Å
C 1.8 -2.9 -3.1
O -1.7 0.3 1.4
H 0.2 -1.6 -0.4
C -0.7 -1.9 1.0
H 0.9 -2.4 -0.7
H 0.7 -0.7 -0.7
O -1.0 -0.7 2.6
H -1.5 -0.5 -0.9
C 2.8 -0.1 -2.4
H -1.1 -0.9 0.6
C 3.7 -3.2 4.3
H -0.4 -2.0 0.4
O -1.1 0.5 -0.3
H 2.0 -2.3 1.5
H 0.2 0.4 0.1
H 0.1 -0.1 0.7
H -1.5 1.0 0.2
H 0.8 0.6 0.1
C 0.8 -0.3 -6.2
F 0.9 -0.2 1.0
C -1.0 0.3 -0.2
H -0.7 -0.7 -0.7
H 0.2 2.0 1.0
H 2.1 -0.7 -0.9
H 1.0 -0.7 1.3
H 0.6 4.8 -1.0
O 3.7 -0.7 0.8
H 0.1 -0.1 -1.8
O 0.5 1.5 -0.7
C 4.9 1.8 2.6
C -0.5 -0.1 -2.2
O -0.4 -0.1 -1.0
H -0.4 0.9 1.1
H -4.7 -1.6 0.3
C -0.4 4.3 1.0
H -1.1 2.8 -1.2
H 1.1 0.0 0.5
H -1.9 1.4 -1.1
C -0.8 2.2 1.4
C 3.4 0.8 0.8
H 2.2 1.4 2.5
H 0.3 -0.5 0.4
H -0.7 -0.5 0.6
C 4.8 -6.0 6.3
C -5.9 -1.7 3.7
H -1.0 -2.4 0.7
C -0.4 0.1 -0.2
S 0.5 -0.6 -1.0
H -1.2 -1.1 -0.3
H 2.1 -1.6 -1.0
C -8.9 2.5 3.5
N -2.6 -1.1 -0.4
H -0.8 1.4 0.5
C 1.2 1.6 -5.5
O 0.5 0.0 0.2
H -0.1 -0.9 -1.2
C -1.3 -1.0 2.2
H -0.3 -1.4 -1.5
O 1.2 0.7 -0.3
H 0.5 0.2 0.8
O -3.7 0.7 -2.0
H -0.1 1.9 0.6
H -3.1 2.4 6.2
O -0.1 0.1 0.2
H 1.3 1.5 -3.0
C -3.0 -3.0 -1.8
H 0.4 -0.1 0.0
O 1.1 1.5 1.0
H 0.1 -0.8 -0.5
H 0.5 0.4 0.9
H -0.2 0.3 0.4
O 0.1 -0.8 -1.0
H 2.7 -2.0 -0.1
C 0.8 2.6 -0.3
H 2.5 4.9 1.1
H -0.9 4.4 -8.6
H 1.1 -3.8 3.8
C 0.3 2.1 2.8
C -1.8 -1.3 3.5
H -1.4 0.5 1.1
C 0.0 -1.1 0.2
C -1.9 1.2 2.4
H 0.5 -0.4 0.7
H 1.6 1.3 -2.4
C 2.4 2.4 -2.9
H -0.4 0.3 -0.8
H 0.8 1.1 0.4
C -0.3 6.1 -5.2
H -0.5 0.3 -1.9
H -0.8 1.2 0.5
H 0.5 0.1 2.8
O 0.8 0.6 -0.1
C -1.4 -0.5 1.0
C 1.5 -0.9 -3.7
C -0.9 -2.0 -4.9
C -1.0 -0.8 0.2
H -0.7 0.0 0.5
S -3.3 -2.4 -1.1
O -0.2 -0.9 0.2
H 1.5 -3.4 0.3
H 0.8 0.5 -0.1
H 0.4 -0.5 0.4
C -0.4 -1.0 -0.7
H -0.8 -0.3 1.5
H 1.1 -1.1 1.4
C -0.9 0.1 -0.7
H -8.2 0.9 -7.4
C 0.4 0.0 -0.2
S -2.3 -1.4 1.4
H -0.9 -0.8 1.1
C -1.7 0.7 -1.7
C 0.1 1.7 3.2
S 1.6 -0.5 2.3
C 3.9 -2.9 -4.1
S 2.3 -0.8 -0.4
H 0.1 0.1 1.9
O 0.2 0.0 -2.1
S -0.2 -1.4 -2.2
H 1.1 -0.5 -0.4
H -1.6 2.1 1.9
H 1.1 0.3 1.1
C 2.6 1.4 2.4
H 0.4 0.5 -0.6
H 6.6 5.4 -3.4
S -3.8 -2.3 -2.8
H -0.7 -0.6 1.6
H 0.5 0.5 0.7
H -0.9 -0.5 0.5
H 1.5 2.6 2.5
C 1.0 -5.5 3.6

Values from the calculation:
- HOMO-LUMO gap (eV) = 8.461
- F_max (hartree/bohr) = 0.2153
- E_LUMO (Ha) = -0.0738
- net charge = +1
- ΔE to the lowest compared entry with this formula, charge and spin (kcal/mol) = 0.0